C15H27NO as an isolated structure, computed with ωB97M-V/def2-TZVPD.

Structure (XYZ):
```
44
Properties=species:S:1:pos:R:3:forces:R:3:mulliken_charge:R:1
C 0.32580 3.54903 4.59798 4.32 -0.71 -1.67 -1.212
C 0.61238 3.08096 2.94734 -1.19 1.25 4.97 -0.810
C -0.25342 1.93754 2.76622 0.40 -0.51 -2.10 -0.661
C -0.12974 1.33975 1.41570 4.10 -3.69 1.52 -1.403
N -1.05226 0.12931 1.16381 0.20 2.05 0.21 0.929
C -0.85392 -0.34975 -0.19139 1.04 -0.10 -4.10 -0.788
C -2.20205 -0.66165 -0.89417 2.75 -3.73 -0.02 -0.294
C -3.19511 -0.23966 0.10875 -2.21 -1.43 -1.31 -0.639
C -2.51611 0.51643 1.16844 0.66 2.75 0.01 -0.739
C -0.83925 -0.91142 2.15875 -0.14 -2.73 -2.78 -1.211
H 0.66971 4.57654 4.70030 0.24 -0.02 0.17 0.390
H 0.86345 2.89067 5.44189 -1.16 1.22 -2.33 0.261
H -0.67543 3.57487 4.72999 -3.30 -0.19 0.67 0.438
H 1.59640 2.85526 3.03358 3.15 -0.63 -0.70 0.373
H 0.36890 3.81039 2.23113 0.01 1.49 -0.53 0.473
H -1.13738 2.30490 3.10661 -3.54 0.60 0.16 0.588
H -0.01708 1.19545 3.40934 0.96 -2.31 2.48 0.493
H 1.11331 0.83068 1.39984 -3.59 0.82 -0.48 0.358
H -0.09232 2.00389 0.63149 -0.74 1.32 -2.04 0.613
H -0.24311 -1.23366 -0.26682 0.69 0.10 0.76 0.368
H -0.37396 0.38610 -0.89223 0.04 -0.28 1.49 0.175
H -2.17610 -1.88698 -0.94390 -0.47 3.08 -0.61 0.188
H -2.24034 -0.22283 -1.90110 -0.11 -0.27 0.47 0.335
H -3.57595 -1.24601 0.40841 -0.64 1.41 0.57 0.298
H -3.90316 0.33142 -0.50442 -0.59 -0.07 1.11 0.328
H -2.97206 0.45220 2.11620 -0.16 -0.63 1.34 0.373
H -2.49381 1.62078 1.02531 -0.19 -0.67 -0.52 0.416
H -1.17896 -0.66660 3.06148 -1.89 1.66 3.51 0.521
H 0.19153 -1.14538 2.36082 0.68 -0.52 -1.18 0.304
H -1.53201 -1.73280 1.79585 1.42 0.30 0.58 0.418
O 2.33368 -1.00684 0.71630 -0.83 0.55 0.48 -0.995
H 2.40004 -1.49677 -0.10301 0.16 -0.11 -0.17 0.159
C 1.64357 -2.05892 -2.82030 4.24 1.01 -4.00 0.075
C 2.88519 -1.17392 -3.33020 -4.81 -2.77 -3.17 -0.524
C 2.94466 -1.18382 -4.83925 -2.28 -2.53 6.00 -0.412
C 2.16514 -2.05755 -5.59343 -2.20 -1.62 4.07 -0.391
C 1.15341 -3.01108 -5.09444 4.01 4.41 3.42 -0.345
C 0.94866 -2.99654 -3.62199 -2.38 0.22 -1.30 -0.413
H 1.49974 -2.07410 -1.80432 -0.46 0.15 2.29 0.207
H 3.41706 -0.50774 -2.63870 -0.25 -0.46 -0.44 0.416
H 3.53904 -0.61285 -5.40141 2.63 2.50 -1.52 0.444
H 2.24435 -1.93757 -6.60459 0.21 -0.07 -2.66 0.368
H 0.80028 -3.43699 -5.95537 -2.00 -2.08 -1.00 0.399
H -0.06279 -3.53472 -3.09449 3.24 1.25 -1.65 0.128
```
Forces are in eV/Å.

Summary:
ΔE to the lowest compared entry with this formula, charge and spin ... 9.1652 eV
Lowest unoccupied orbital energy ... 0.17 eV
Kohn-Sham gap ... 6.3 eV
Calculated total energy ... -717.37853 Eh